Record 1
Molecular formula: C5H10O
Method: DFT, wB97M-V/def2-TZVPD

The geometry in XYZ format:
```
16
Properties=species:S:1:pos:R:3:forces:R:3:lowdin_charge:R:1
O -0.180820 -0.219025 1.434813 0.1 0.1 -0.4 0.08
C -0.012017 -0.121050 0.237351 0.0 0.0 0.2 -0.41
C 2.366830 0.571331 0.732735 0.1 0.0 0.0 -0.11
C -1.157469 -0.340168 -0.738686 0.0 0.0 0.0 -0.19
C 1.351659 0.215744 -0.344984 0.0 0.0 0.0 -0.19
C -2.505969 -0.405655 -0.034148 -0.1 0.0 0.0 -0.11
H 2.465578 -0.245102 1.453069 0.0 0.1 -0.1 0.08
H -2.727242 0.544406 0.462313 0.0 -0.1 -0.1 0.08
H 2.040649 1.454919 1.289792 0.1 -0.1 -0.1 0.08
H -2.497774 -1.180584 0.737559 0.0 0.1 -0.1 0.08
H -3.311514 -0.622756 -0.741447 0.1 0.0 0.1 0.07
H 1.687290 -0.647553 -0.938813 -0.1 0.1 0.1 0.12
H -0.954973 -1.274922 -1.281659 0.0 0.1 0.1 0.12
H 3.348376 0.779731 0.296614 -0.1 0.0 0.0 0.07
H 1.228647 1.035180 -1.066490 0.0 -0.1 0.1 0.12
H -1.132673 0.451613 -1.500338 0.0 -0.1 0.1 0.12
```
Positions in Å, forces in eV/Å.

The relative energy (zero: lowest compared OMol25 entry of this formula, charge and spin) is 0.2 kcal/mol. As for the spin multiplicity: 1. The value obtained for the gap between HOMO and LUMO is 0.3882 Eh. For the highest occupied orbital energy, the calculation gives -9.592 eV. The molar mass is 86.134 g mol⁻¹. Its strongest force on any atom is 0.4 eV Å⁻¹. Its SMILES is CCC(=O)CC. For the total energy, the calculation gives -7394.757 eV. Its charge is 0.

***

Record 2
Molecular formula: C5H10O
Method: DFT, wB97M-V/def2-TZVPD

The geometry in XYZ format:
```
16
Properties=species:S:1:pos:R:3:forces:R:3:lowdin_charge:R:1
O -0.298730 1.197863 -1.126411 0.2 0.1 0.3 -0.02
C 1.477886 -1.100454 -0.754086 0.3 -0.4 -0.4 0.10
C -0.185207 0.135425 -0.199523 0.6 -0.1 0.7 -0.60
C -1.440814 0.019240 0.661737 0.0 -0.1 0.1 -0.04
C 1.022794 0.449388 0.886860 -0.5 0.4 0.0 -0.07
C 0.036050 -1.157387 -1.024727 0.5 -0.3 0.0 -0.24
H 0.684628 1.434578 1.210364 0.0 0.2 0.3 0.07
H 1.852004 -0.296007 -1.418602 0.0 -0.1 0.1 0.03
H -0.236464 -1.035004 -2.073435 -0.3 0.3 0.1 0.12
H -1.549466 0.925611 1.271274 0.0 -0.1 -0.1 0.09
H -0.293968 2.018909 -0.614464 0.0 -0.1 -0.2 0.10
H 0.996020 -0.218723 1.761406 -0.2 0.2 -0.5 0.09
H -1.360985 -0.843171 1.328755 0.0 0.1 0.0 0.09
H 2.091287 0.596665 0.635419 -0.8 -0.3 -0.5 0.08
H -2.335821 -0.098200 0.042460 0.2 0.0 0.0 0.09
H -0.459218 -2.028740 -0.587033 0.0 0.2 0.0 0.10
```
Positions in Å, forces in eV/Å.

The relative energy (zero: lowest compared OMol25 entry of this formula, charge and spin) is 108.7 kcal/mol. As for the spin multiplicity: 1. The value obtained for the gap between HOMO and LUMO is 0.3272 Eh. For the highest occupied orbital energy, the calculation gives -8.218 eV. The molar mass is 86.134 g mol⁻¹. Its strongest force on any atom is 0.9 eV Å⁻¹. For the total energy, the calculation gives -7390.051 eV. Its charge is 0.

***

Record 3
Molecular formula: C5H10O
Method: DFT, wB97M-V/def2-TZVPD

The geometry in XYZ format:
```
16
Properties=species:S:1:pos:R:3:forces:R:3:lowdin_charge:R:1
O 0.281967 0.576965 2.016206 0.4 0.5 1.1 -0.05
C 0.288566 0.647954 -0.893603 0.0 0.0 -0.1 -0.20
C 0.710520 -1.816587 0.252878 0.4 -0.4 -0.2 -0.11
C -0.718087 -1.420230 0.475726 -0.3 -0.1 -0.9 -0.05
C 0.081337 -0.496349 0.014604 -0.3 -0.4 -0.8 -0.31
C -0.806804 1.706479 -0.881139 -0.1 0.0 0.0 -0.09
H 0.952072 -2.339578 -0.673407 0.3 -0.3 0.1 0.09
H -0.643216 2.434136 -1.683568 0.0 -0.1 0.2 0.07
H -0.814206 2.236095 0.075827 0.0 -0.1 -0.1 0.07
H -1.791486 1.251265 -1.031818 0.1 0.1 0.0 0.08
H 0.317737 0.132707 -1.865640 0.1 0.2 -0.1 0.13
H 1.276907 1.101944 -0.761428 -0.2 -0.1 0.1 0.12
H -1.717948 -1.774690 0.311851 -0.1 -0.1 0.3 0.10
H -0.239466 -0.243140 1.948169 0.1 0.5 0.3 0.02
H 1.178697 0.268413 2.189671 0.0 0.1 0.2 0.06
H 1.406000 -2.030687 1.073357 -0.3 0.2 -0.1 0.08
```
Positions in Å, forces in eV/Å.

The relative energy (zero: lowest compared OMol25 entry of this formula, charge and spin) is 77.9 kcal/mol. As for the spin multiplicity: 1. The value obtained for the gap between HOMO and LUMO is 0.3595 Eh. For the highest occupied orbital energy, the calculation gives -8.797 eV. The molar mass is 86.134 g mol⁻¹. Its strongest force on any atom is 1.3 eV Å⁻¹. Its SMILES is CCC1=CC1.O. For the total energy, the calculation gives -7391.389 eV. Its charge is 0.